# 1
{
  "formula": "C28H38BCoN9Si",
  "method": "ωB97M-V/def2-TZVPD",
  "symbols": ["Co", "C", "C", "C", "C", "C", "N", "N", "B", "N", "N", "C", "C", "C", "C", "C", "N", "N", "C", "C", "C", "C", "C", "H", "H", "H", "H", "H", "H", "H", "H", "H", "H", "H", "H", "H", "H", "H", "H", "H", "H", "H", "H", "H", "H", "N", "C", "C", "C", "C", "C", "C", "C", "N", "C", "C", "N", "C", "H", "H", "H", "H", "H", "H", "H", "C", "Si", "C", "C", "H", "H", "H", "H", "H", "H", "H", "H", "H"],
  "xyz": [[-0.332, 0.415, -0.394], [1.865, 0.491, 2.841], [0.368, 0.466, 2.904], [-0.408, 0.474, 4.076], [-1.719, 0.442, 3.646], [-2.977, 0.438, 4.455], [-1.698, 0.416, 2.300], [-0.418, 0.433, 1.835], [-2.903, 0.404, 1.331], [-2.835, 1.672, 0.461], [-1.676, 1.983, -0.171], [-1.850, 3.185, -0.708], [-0.763, 3.888, -1.449], [-3.141, 3.657, -0.426], [-3.735, 2.664, 0.326], [-5.108, 2.618, 0.917], [-2.812, -0.868, 0.459], [-1.632, -1.185, -0.132], [-1.757, -2.426, -0.588], [-0.604, -3.177, -1.167], [-3.048, -2.908, -0.323], [-3.684, -1.889, 0.356], [-5.073, -1.842, 0.908], [2.263, 0.616, 3.847], [2.268, -0.441, 2.438], [2.232, 1.313, 2.225], [-0.054, 0.501, 5.095], [-2.721, 0.452, 5.514], [-3.596, 1.310, 4.239], [-3.578, -0.450, 4.258], [-3.929, 0.394, 1.949], [0.196, 3.411, -1.253], [-0.936, 3.867, -2.527], [-0.709, 4.932, -1.138], [-3.573, 4.602, -0.718], [-5.665, 3.499, 0.605], [-5.652, 1.732, 0.587], [-5.077, 2.597, 2.008], [0.264, -2.526, -1.258], [-0.350, -4.022, -0.521], [-0.835, -3.574, -2.153], [-3.448, -3.883, -0.560], [-5.618, -2.731, 0.596], [-5.071, -1.803, 1.998], [-5.611, -0.964, 0.548], [8.994, -4.620, 0.562], [8.114, -3.894, 0.432], [7.008, -2.982, 0.268], [7.242, -1.641, -0.012], [6.184, -0.766, -0.178], [4.877, -1.220, -0.064], [4.641, -2.560, 0.218], [5.699, -3.434, 0.381], [3.791, -0.318, -0.230], [3.863, 1.057, -0.389], [2.583, 1.493, -0.463], [1.722, 0.423, -0.344], [2.467, -0.637, -0.213], [8.260, -1.285, -0.101], [6.390, 0.270, -0.404], [3.633, -2.935, 0.321], [5.512, -4.476, 0.603], [4.789, 1.601, -0.427], [2.229, 2.502, -0.588], [2.085, -1.638, -0.103], [0.941, 1.644, -3.488], [-0.359, 0.485, -2.719], [-0.021, -1.086, -3.725], [-2.059, 1.033, -3.337], [0.887, 1.566, -4.580], [1.951, 1.338, -3.189], [0.824, 2.695, -3.224], [0.102, -0.809, -4.778], [-0.851, -1.793, -3.665], [0.892, -1.606, -3.414], [-2.099, 1.030, -4.433], [-2.325, 2.033, -2.986], [-2.828, 0.345, -2.966]],
  "total_energy_ha": -3279.814217,
  "spin_multiplicity": 2,
  "s2": 0.872,
  "homo_ev": [-7.81, -7.11]
}

# 2
{
  "formula": "C20H21N7O4S",
  "method": "ωB97M-V/def2-TZVPD",
  "symbols": ["C", "C", "O", "N", "C", "C", "C", "C", "N", "N", "N", "N", "C", "S", "C", "C", "O", "N", "C", "C", "N", "C", "O", "C", "C", "C", "C", "O", "C", "C", "C", "C", "H", "H", "H", "H", "H", "H", "H", "H", "H", "H", "H", "H", "H", "H", "H", "H", "H", "H", "H", "H", "H"],
  "xyz": [[-1.208, 3.590, 2.148], [-1.466, 2.257, 1.496], [-1.853, 2.117, 0.359], [-1.196, 1.207, 2.338], [-1.272, -0.147, 2.019], [-2.203, -0.631, 1.099], [-2.209, -1.969, 0.756], [-1.280, -2.830, 1.325], [-1.223, -4.158, 0.886], [-2.282, -4.941, 0.690], [-1.868, -6.044, 0.222], [-0.556, -6.051, 0.075], [-0.138, -4.879, 0.485], [1.497, -4.268, 0.460], [1.573, -3.940, -1.342], [0.543, -2.874, -1.672], [-0.552, -3.185, -2.103], [0.875, -1.589, -1.437], [2.087, -1.106, -0.813], [1.759, 0.094, 0.064], [1.213, 1.181, -0.729], [1.205, 2.406, -0.155], [1.569, 2.551, 1.009], [0.826, 3.579, -0.949], [0.748, 4.876, -0.501], [0.405, 5.664, -1.617], [0.307, 4.799, -2.666], [0.563, 3.545, -2.277], [0.544, 0.792, -1.952], [-0.109, -0.570, -1.771], [-0.389, -2.374, 2.290], [-0.394, -1.039, 2.638], [-0.130, 3.713, 2.247], [-1.667, 3.636, 3.132], [-1.600, 4.383, 1.519], [-0.662, 1.429, 3.167], [-2.902, 0.049, 0.642], [-2.907, -2.353, 0.030], [1.309, -4.866, -1.853], [2.596, -3.654, -1.570], [2.823, -0.824, -1.576], [2.520, -1.880, -0.178], [1.046, -0.208, 0.840], [2.659, 0.462, 0.565], [0.927, 5.209, 0.500], [0.255, 6.724, -1.640], [0.072, 4.951, -3.701], [-0.241, 1.511, -2.182], [1.257, 0.771, -2.786], [-0.614, -0.877, -2.691], [-0.865, -0.504, -0.980], [0.305, -3.057, 2.756], [0.301, -0.676, 3.382]],
  "total_energy_ha": -1857.183100,
  "homo_ev": -8.84,
  "smiles": "CC(=O)Nc1ccc(-n2nnnc2SCC(=O)N2CCN(C(=O)c3ccco3)CC2)cc1"
}

# 3
{
  "formula": "C5H14N2O",
  "method": "ωB97M-V/def2-TZVPD",
  "symbols": ["C", "C", "N", "C", "C", "N", "C", "O", "H", "H", "H", "H", "H", "H", "H", "H", "H", "H", "H", "H", "H", "H"],
  "xyz": [[2.861, 0.998, 0.955], [1.679, 1.021, -0.001], [0.551, 0.342, 0.626], [-0.360, -0.255, -0.343], [0.047, -1.725, -0.487], [-1.703, -0.066, 0.228], [-2.738, -0.793, -0.505], [-2.031, 1.343, 0.020], [3.206, -0.029, 1.118], [3.697, 1.569, 0.538], [2.605, 1.432, 1.927], [1.984, 0.537, -0.936], [1.406, 2.056, -0.238], [-0.002, 1.018, 1.145], [-0.304, 0.238, -1.323], [-0.057, -2.270, 0.459], [-0.559, -2.237, -1.242], [1.092, -1.814, -0.809], [-3.731, -0.489, -0.155], [-2.665, -1.869, -0.315], [-2.689, -0.618, -1.585], [-2.290, 1.611, 0.922]],
  "total_energy_ha": -383.585790,
  "homo_ev": -8.78,
  "smiles": "CCN[C@@H](C)N(C)O"
}

# 4
{
  "formula": "C8H28O6",
  "method": "ωB97M-V/def2-TZVPD",
  "symbols": ["C", "C", "O", "H", "H", "H", "H", "H", "H", "C", "C", "O", "H", "H", "H", "H", "H", "H", "C", "C", "O", "H", "H", "H", "H", "H", "H", "C", "C", "O", "H", "H", "H", "H", "H", "H", "O", "H", "H", "O", "H", "H"],
  "xyz": [[-2.181, 17.970, -4.205], [-1.290, 16.850, -3.548], [-0.598, 17.313, -2.381], [-2.911, 18.398, -3.518], [-2.622, 17.517, -5.093], [-1.585, 18.837, -4.489], [-0.600, 16.355, -4.231], [-1.921, 16.013, -3.250], [0.145, 16.768, -2.113], [-1.430, 22.214, -5.321], [-1.271, 22.105, -3.818], [-2.217, 21.162, -3.350], [-0.668, 22.931, -5.629], [-2.386, 22.680, -5.563], [-1.344, 21.263, -5.845], [-1.398, 23.132, -3.478], [-0.241, 21.787, -3.656], [-1.855, 20.599, -2.661], [-1.294, 24.603, -0.590], [-1.675, 23.184, -0.297], [-2.171, 23.074, 1.002], [-1.130, 24.746, -1.658], [-0.322, 24.721, -0.110], [-2.046, 25.334, -0.291], [-0.773, 22.573, -0.305], [-2.322, 22.722, -1.043], [-2.402, 22.156, 1.160], [-3.643, 19.312, 2.394], [-3.043, 19.410, 1.034], [-1.701, 19.885, 1.163], [-3.653, 20.304, 2.845], [-3.064, 18.640, 3.028], [-4.668, 18.955, 2.292], [-3.674, 19.964, 0.339], [-3.028, 18.452, 0.516], [-1.298, 19.271, 1.781], [-0.595, 19.872, -1.301], [-0.747, 19.820, -0.358], [-0.616, 18.962, -1.598], [1.471, 21.470, -1.330], [1.999, 20.899, -0.771], [0.616, 21.041, -1.371]],
  "total_energy_ha": -772.983014,
  "homo_ev": -9.37,
  "smiles": "CCO.CCO.CCO.CCO.O.O"
}

# 5
{
  "formula": "C9H13NO2",
  "method": "ωB97M-V/def2-TZVPD",
  "symbols": ["C", "C", "C", "C", "C", "O", "C", "C", "H", "H", "H", "H", "H", "H", "H", "H", "C", "C", "N", "O", "H", "H", "H", "H", "H"],
  "xyz": [[2.345, -1.154, -2.399], [1.030, -1.208, -1.648], [-0.183, -0.784, -2.170], [-1.319, -0.987, -1.400], [-1.250, -1.578, -0.150], [-2.448, -1.761, 0.537], [-0.031, -1.824, 0.456], [1.131, -1.691, -0.332], [2.939, -2.044, -2.203], [2.917, -0.323, -1.974], [2.183, -1.038, -3.469], [-0.250, -0.467, -3.202], [-2.328, -0.648, -1.608], [-2.696, -0.902, 0.947], [0.086, -2.254, 1.441], [2.014, -2.126, 0.115], [-0.623, 3.392, 2.197], [-0.769, 2.095, 1.436], [0.116, 1.080, 1.753], [-1.801, 1.791, 0.870], [-0.814, 4.263, 1.576], [0.306, 3.438, 2.762], [-1.438, 3.432, 2.924], [-0.132, 0.188, 1.338], [1.015, 1.111, 2.202]],
  "total_energy_ha": -555.979690,
  "homo_ev": -8.82,
  "smiles": "Cc1ccc(O)cc1.CC(N)=O"
}

# 6
{
  "formula": "C7H8OSe",
  "method": "ωB97M-V/def2-TZVPD",
  "symbols": ["C", "C", "C", "C", "C", "C", "C", "O", "Se", "H", "H", "H", "H", "H", "H", "H", "H"],
  "xyz": [[2.683, -0.437, -0.050], [1.901, 0.711, 0.154], [2.055, -1.677, -0.178], [0.552, 0.686, 0.099], [0.699, -1.691, -0.087], [-0.030, -0.579, -0.035], [-2.615, 1.187, -0.077], [-3.966, 1.242, -0.079], [-1.960, -0.684, 0.072], [3.701, -0.360, -0.029], [2.478, 1.529, 0.466], [2.618, -2.500, 0.177], [0.067, 1.530, 0.377], [0.372, -2.646, -0.105], [-2.131, 1.574, -1.035], [-2.218, 1.715, 0.792], [-4.207, 0.403, -0.465]],
  "total_energy_ha": -2747.985966,
  "spin_multiplicity": 3,
  "s2": 2.039,
  "homo_ev": [-4.75, -8.94]
}